17
Properties=species:S:1:pos:R:3:forces:R:3:lowdin_charge:R:1 method="wB97M-V/def2-TZVPD" smiles=CCNCCO relative_energy_kcal_mol=32.99 gap_ev=9.6 homo_energy_ev=-8.63 spin_multiplicity=1
C 3.118654 -0.035789 -0.135231 -0.35 0.73 0.10 -0.084
C 1.714048 0.337681 -0.622951 -1.21 -1.29 0.13 -0.281
N 0.627370 -0.286163 0.150711 0.69 -0.93 -0.93 -0.105
C -0.708381 0.014895 -0.333017 1.18 0.72 0.69 -0.244
C -1.736768 -0.231634 0.750056 -0.13 0.42 -0.73 -0.259
O -3.035903 0.019488 0.235490 -0.29 -0.28 0.29 -0.069
H 3.681226 0.891773 -0.037076 0.39 -0.19 -0.07 0.065
H 3.585824 -0.703469 -0.851078 0.23 0.05 0.00 0.065
H 3.140944 -0.532060 0.833771 -0.26 0.02 0.06 0.067
H 1.601424 -0.112773 -1.609929 0.00 0.43 -0.32 0.105
H 1.478365 1.402720 -0.698319 0.60 0.30 -0.08 0.101
H 0.782883 -0.212185 1.131128 -0.29 0.31 0.66 0.093
H -0.926641 -0.502833 -1.267146 -0.02 -0.35 0.09 0.124
H -0.699505 1.093957 -0.576633 -0.53 0.07 -0.10 0.113
H -1.718971 -1.255420 1.110369 0.02 -0.14 -0.02 0.121
H -1.506046 0.443066 1.578550 -0.09 -0.03 0.20 0.115
H -2.987585 0.721743 -0.416309 0.06 0.14 0.01 0.075